Density functional theory data (wB97M-V/def2-TZVPD) for CH12Na5O9 as an isolated structure.

Geometry as ORCA input:
```
! RIJCOSX wB97M-V def2-TZVPD def2/J DEFGRID3
* xyz 3 1
Na -3.29 -4.19 0.05
Na -0.88 -2.83 3.19
Na -0.39 -2.77 -3.87
Na 3.19 -2.65 1.21
Na -3.12 0.60 -2.94
C -0.53 -0.59 -0.15
O -1.71 -0.78 0.17
O 0.36 -0.66 0.70
O -0.28 -0.36 -1.31
O 4.37 0.47 0.45
H 4.60 1.39 0.33
H 3.78 0.27 -0.27
O 2.82 -1.57 -2.52
H 2.00 -1.20 -2.19
H 2.58 -1.98 -3.35
O -5.24 -1.30 1.10
H -5.74 -0.48 1.05
H -4.35 -1.05 0.88
O -3.24 2.32 1.60
H -2.70 1.52 1.59
H -2.63 3.02 1.35
O 2.09 2.53 -2.10
H 1.40 1.87 -1.96
H 1.70 3.35 -1.80
O 1.59 2.05 3.01
H 1.31 1.44 2.33
H 2.32 1.60 3.44
*
```

Its relative energy (zero: lowest compared OMol25 entry of this formula, charge and spin) is 5.541 eV. The calculation puts the gap between HOMO and LUMO at 0.146 hartree. The value obtained for the highest occupied orbital energy is -14.785 eV.